Here is C21H36N5NiOSSi as an isolated structure at a distorted geometry from the OMol25 dataset. Energies are from ωB97M-V/def2-TZVPD.

The geometry in XYZ format:
```
66
Properties=species:S:1:pos:R:3:nbo_charge:R:1
C -0.818 -0.109 2.525 0.0477
C -1.380 -5.362 3.010 -1.1344
H 3.343 -0.711 1.294 0.2218
H -0.503 0.892 2.843 0.1935
H 4.223 4.642 0.821 0.2104
C -2.763 -4.937 0.280 -1.0815
H 4.578 2.971 0.901 0.2261
N -0.421 -0.460 1.294 -0.6198
H 3.613 0.626 2.230 0.1943
H -1.933 -2.976 3.811 0.2280
N 3.271 1.228 0.238 -0.4487
H 0.284 -6.296 0.791 0.2467
H -1.041 0.416 -4.637 0.2136
Ni 0.127 0.360 -0.461 1.3788
C 2.352 2.249 -0.027 0.6735
H -1.310 2.423 1.131 0.2026
C 0.263 -5.254 0.572 -1.1352
H 0.624 2.241 -3.845 0.1870
H 1.928 5.299 -0.562 0.1985
H 4.555 1.671 -1.291 0.2087
C -1.510 -2.298 3.068 -0.0974
C -0.530 -1.773 0.903 0.1136
C 4.421 0.976 -0.574 -0.3923
C -2.589 1.085 -1.571 0.2606
C -2.082 2.164 0.382 0.0521
C 2.263 4.426 -1.135 -0.4141
H 0.600 2.934 0.330 0.3763
H -5.319 2.634 -0.339 0.2311
H -2.947 -0.074 -3.423 0.2310
H -3.739 3.142 1.433 0.2371
C -3.929 1.501 -1.490 -0.2382
H 4.400 -0.026 -1.035 0.2070
H 1.951 0.458 1.642 0.2273
C -4.317 2.274 -0.415 -0.1331
H 3.000 4.814 -1.853 0.2120
H -4.577 1.225 -2.258 0.2285
H -3.654 -4.916 0.848 0.2356
H -2.809 -4.271 -0.576 0.2384
H 1.193 -4.877 0.989 0.2481
C 4.265 3.758 0.219 -0.4189
N -1.710 1.417 -0.646 -0.5675
H 5.246 0.986 0.174 0.1925
Si -1.215 -4.592 1.355 1.6363
H 1.399 4.051 -1.665 0.2175
H -0.305 2.390 -2.458 0.1796
H -1.474 -0.590 -2.642 0.2423
O 0.767 0.696 -2.565 -0.7479
C -2.100 0.310 -2.911 -0.4361
N 2.945 3.459 -0.327 -0.4338
H -1.150 -6.421 3.017 0.2500
C -1.220 1.143 -3.839 -0.4308
H -0.680 -4.879 3.672 0.2365
H 0.965 -0.024 -3.182 0.4999
H -2.709 -5.964 -0.075 0.2400
S 0.097 -1.962 -0.730 -0.4043
H -1.737 1.979 -4.332 0.2259
C -3.417 2.517 0.618 -0.2346
N 1.088 2.102 0.073 -0.9322
H -2.369 -5.216 3.466 0.2392
C 0.035 1.673 -3.244 -0.0684
C -1.329 -0.947 3.457 -0.2868
H -1.603 -0.610 4.443 0.2332
C 3.022 0.325 1.390 -0.4212
H 0.314 -5.049 -0.429 0.2488
C -1.067 -2.727 1.812 -0.5009
H 5.123 3.863 -0.497 0.2069
```

Calculated values
Electronic energy, eV: -91611.1144
Highest occupied orbital energy (spin up / spin down), eV: -10.44 / -10.46
Charge: +1
HOMO-LUMO gap (spin up / spin down), eV: 8.23 / 8.05
Spin multiplicity: 3


Here is an isolated ion of composition C21H37BFN4O2 and charge +1 at a distorted geometry from the OMol25 dataset. Energies are from ωB97M-V/def2-TZVPD.

The geometry in XYZ format:
```
66
Properties=species:S:1:pos:R:3:nbo_charge:R:1
C -0.575 1.742 2.700 -0.0874
H -0.632 5.109 3.539 0.2304
C 2.512 4.401 2.143 -0.6378
C -3.192 -0.752 0.977 -0.2460
H 2.779 3.344 1.710 0.1924
C -0.152 2.713 -2.075 -0.4421
H 0.962 2.304 -1.959 0.2135
H -1.467 -4.723 0.172 0.3703
O -0.657 -5.108 -3.190 -0.7300
C 3.177 -2.227 -3.220 -0.2426
C 1.191 -3.708 -4.579 -0.2646
H 1.672 0.450 3.020 0.2344
C 0.562 -4.129 -0.216 -0.2711
C 1.170 -3.714 -1.697 -0.0501
H 0.614 3.768 4.023 0.1915
H -1.273 -3.206 1.893 0.1933
H -2.697 2.545 -3.240 0.2369
C 0.317 1.255 1.372 -0.2085
H 0.724 -5.303 -0.111 0.2233
H -3.552 -2.989 0.722 0.2443
H 0.905 2.120 0.842 0.2790
N -2.060 0.197 1.287 -0.2786
H 3.008 -2.408 -0.813 0.2251
H 2.762 4.374 3.302 0.2200
H -0.185 3.361 -3.063 0.2380
H -2.837 -2.221 -0.849 0.2425
N -0.931 -3.893 -0.162 -0.6403
C -1.283 -2.751 0.815 -0.2497
N -1.070 1.521 -2.228 -0.7800
C -0.031 4.168 3.118 -0.2445
C 2.458 -0.423 1.067 0.0270
N -1.074 3.182 2.641 -0.6616
O -0.342 -0.860 -1.627 -0.9509
H -2.489 0.346 3.532 0.2584
H 0.772 -4.038 -5.647 0.2479
C -2.534 1.908 -2.261 -0.4376
H 3.250 0.466 1.158 0.1968
H 0.547 4.435 0.818 0.2123
H 0.522 -0.899 2.379 0.2384
B -0.795 0.465 -1.131 1.3057
C -1.847 0.661 2.592 0.2675
C -2.750 -2.195 0.341 -0.4353
H -0.089 1.603 3.761 0.2272
H -4.033 -0.249 0.318 0.2587
H 3.214 5.187 1.605 0.2365
C 0.909 4.787 1.884 -0.4307
H 0.880 5.974 1.865 0.2338
C -1.020 0.888 0.440 -0.5009
H 4.115 -1.507 -3.138 0.2397
C 1.185 0.023 2.017 -0.4739
H -1.091 -1.319 -2.146 0.5299
H -0.376 3.399 -1.154 0.1693
C 2.513 -2.690 -4.650 -0.2208
H 2.965 -2.310 -5.662 0.2462
H -0.410 -1.978 0.731 0.2112
H 2.079 -0.579 -0.034 0.2077
H -1.493 1.979 0.329 0.2756
H -3.717 -0.996 2.021 0.2361
H -2.812 2.619 -1.360 0.1706
H -1.956 3.292 3.205 0.3818
C 0.516 -4.213 -3.145 0.2773
H 1.149 -3.643 0.676 0.2172
F 3.012 -1.677 1.649 -0.3832
C 2.507 -2.745 -1.816 -0.2398
H -3.191 0.938 -2.286 0.2080
H -0.336 -6.069 -3.204 0.4926
```

Calculated values
Electronic energy, eV: -35804.7332
Highest occupied orbital energy, eV: -10.19
Charge: +1
HOMO-LUMO gap, eV: 5.59
SMILES: CCCN[C@H]1C=[N+](CCCNCc2ccccc2O)[C@H](B(O)N(C)C)[C@@H]1CCF


Here is C21H37BN2O9S2 as an isolated structure from the OMol25 dataset. Energies are from ωB97M-V/def2-TZVPD.

The geometry in XYZ format:
```
72
Properties=species:S:1:pos:R:3:lowdin_charge:R:1
C 0.485 4.984 -4.176 -0.3523
H -2.157 -4.844 -2.998 0.1265
S 2.382 5.838 -5.283 1.0155
S -0.002 1.520 -1.210 0.8717
C 1.585 4.177 -3.802 -0.3081
N 0.800 5.973 -5.005 -0.2211
H -1.425 -6.931 -2.233 0.1275
C 2.597 0.821 -2.803 -0.2882
H -3.204 1.655 -4.638 0.1149
C -0.935 3.622 -2.802 -0.2270
C -2.307 3.305 -2.267 -0.0690
H -0.111 -3.997 -0.067 0.1226
H 0.053 -1.786 -2.167 0.1218
H -0.401 -8.219 -0.267 0.0873
H 0.417 2.111 -0.077 -0.1053
C -3.012 1.136 5.502 -0.1127
H 3.286 0.155 -2.259 0.1174
C -1.521 -0.095 4.177 -0.2066
H 3.491 2.640 -3.261 0.1131
C 2.816 0.697 6.652 -0.1128
C 2.159 -2.688 -3.069 -0.1033
H 3.474 1.519 6.956 0.0880
B -3.376 3.146 -3.452 -0.6218
H -1.014 -2.485 0.033 0.1233
C -0.055 -0.222 3.826 -0.1793
C -0.120 -7.243 0.146 -0.1153
H -1.938 -1.097 4.350 0.1289
N 2.726 4.562 -4.382 -0.2369
C -1.295 -6.098 -1.528 -0.2082
H 1.095 -1.810 -0.717 0.1246
H 3.068 2.545 -1.581 0.1271
H 2.507 0.147 7.539 0.0879
O -0.054 -6.263 -0.864 -0.1981
O 1.788 0.349 -3.548 0.0376
H 2.740 -1.861 -2.660 0.0572
H -2.117 -6.112 -0.801 0.1280
H 3.364 0.016 5.991 0.0885
H -1.626 5.271 -3.969 0.1374
O -2.954 2.586 -4.648 0.1525
H -2.314 2.342 -1.758 0.0609
H -2.636 4.049 -1.542 0.1185
O 1.425 -3.332 -2.049 -0.1894
H -3.285 1.799 4.673 0.0878
H -2.053 0.376 3.341 0.1283
H 2.757 1.446 4.289 0.1289
C -0.543 -3.188 -0.659 -0.1792
H -0.410 -4.651 -2.867 0.1239
H -4.974 3.218 -2.400 0.1052
H 0.916 2.874 3.269 0.1241
C -1.326 -4.792 -2.291 -0.1829
H -0.838 -6.954 0.923 0.0877
C 1.952 1.931 4.856 -0.2078
H -3.720 0.301 5.552 0.0880
O -1.604 -3.660 -1.479 -0.1289
O 0.478 0.920 3.168 -0.1391
H -3.064 1.700 6.431 0.0878
H 0.540 -0.487 4.702 0.1237
O 1.653 1.183 6.021 -0.1984
H 0.867 -7.320 0.597 0.0872
C 2.704 2.312 -2.581 -0.1112
C 0.209 2.835 -2.399 -0.4284
C 0.729 2.063 3.977 -0.1819
H -0.152 2.334 4.562 0.1236
H 0.043 -1.035 3.104 0.1246
C 1.457 3.079 -2.902 -0.1797
H 2.841 -3.417 -3.503 0.0909
C -0.791 4.659 -3.661 0.0314
O -4.684 3.537 -3.262 0.1626
H 1.494 -2.317 -3.852 0.0886
H 2.284 2.933 5.164 0.1284
C 0.525 -2.434 -1.420 -0.2106
O -1.689 0.671 5.357 -0.1982
```

Calculated values
Electronic energy, eV: -66130.0698
Highest occupied orbital energy, eV: -8.88
Charge: 0
HOMO-LUMO gap, eV: 8.28